(A)
Entry from the Open Molecules 2025 dataset: an isolated molecule of C5H11NO2 (ωB97M-V/def2-TZVPD).

Structure (XYZ):
```
19
Properties=species:S:1:pos:R:3:mulliken_charge:R:1
C -2.53 -0.92 0.33 -1.398
C -1.42 0.07 0.11 0.505
O -1.84 1.35 0.22 -0.661
C -0.13 -0.28 -0.11 0.238
N 0.21 -1.63 -0.36 -0.644
C 0.94 0.75 -0.27 0.464
C 2.37 0.27 -0.08 -1.537
O 0.68 1.93 0.47 -0.621
H -3.49 -0.41 0.22 0.370
H -2.51 -1.73 -0.39 0.377
H -2.47 -1.33 1.35 0.278
H -1.04 1.92 0.29 0.469
H 1.17 -1.94 -0.34 0.210
H -0.23 -2.28 0.27 0.198
H 0.93 1.30 -1.39 0.175
H 3.06 1.08 -0.29 0.374
H 2.58 -0.54 -0.77 0.363
H 2.50 -0.08 0.95 0.352
H 1.23 2.49 -0.21 0.486
```

E_HOMO: -7.24 eV
SMILES string: C/C(O)=C(\N)[C@H](C)O
E_LUMO: 0.023 Eh
Kohn-Sham gap: 7.855 eV

***

(B)
Entry from the Open Molecules 2025 dataset: an isolated molecule of C5H11NO2 (ωB97M-V/def2-TZVPD).

Structure (XYZ):
```
19
Properties=species:S:1:pos:R:3:mulliken_charge:R:1
O -1.11 -2.02 -0.39 -0.513
C 0.05 -1.56 0.29 0.084
O 0.03 -1.33 1.53 -0.457
C 0.59 -0.17 -0.51 0.181
C -0.04 1.04 0.26 0.524
C -0.61 2.16 -0.67 -1.460
C 0.88 1.62 1.30 -1.443
N 0.11 -0.16 -1.79 -0.699
H 0.82 -2.36 0.10 0.291
H 1.68 -0.24 -0.44 0.447
H -0.87 0.68 0.87 0.260
H 0.24 2.77 -1.05 0.326
H -1.38 2.86 -0.29 0.350
H -1.08 1.70 -1.55 0.401
H 0.24 2.19 2.01 0.368
H 1.76 2.18 1.03 0.390
H 1.24 0.78 1.92 0.375
H -1.11 -1.47 -1.20 0.360
H 0.85 -0.29 -2.48 0.217
```

E_HOMO: -9.91 eV
E_LUMO: -0.097 Eh
Kohn-Sham gap: 7.270 eV

***

(C)
Entry from the Open Molecules 2025 dataset: a structure of composition C5H11NO2 (ωB97M-V/def2-TZVPD).

Structure (XYZ):
```
19
Properties=species:S:1:pos:R:3:mulliken_charge:R:1
C -1.09 0.51 0.16 0.790
C -1.93 0.45 -1.11 -1.465
N -0.60 1.77 0.46 -0.468
C 0.23 -0.85 -0.28 -0.106
O -1.62 -0.11 1.24 -0.583
O -0.27 -1.91 0.13 -0.685
H -1.32 -1.07 1.14 0.419
H -0.58 2.50 -0.24 0.180
H -0.12 1.86 1.34 0.252
H 0.53 -0.74 -1.34 0.401
H -2.85 1.01 -0.95 0.404
H -1.39 0.90 -1.95 0.401
H -2.17 -0.58 -1.35 0.320
C 1.69 -0.21 0.72 -0.499
C 2.59 -1.08 0.13 -0.487
H 3.18 -0.77 -0.72 0.291
H 2.61 -2.12 0.40 0.302
H 1.80 0.85 0.51 0.291
H 1.32 -0.41 1.72 0.244
```

E_HOMO (spin up / spin down): -7.52 / -7.52 eV
E_LUMO (spin up / spin down): -0.011 / -0.011 Eh
Kohn-Sham gap (spin up / spin down): 7.216 / 7.219 eV

***

Most stable one: (A), least stable one: (B).

***

(A)
Entry from the Open Molecules 2025 dataset: a structure of composition C4H9NO2 (ωB97M-V/def2-TZVPD).

Structure (XYZ):
```
16
Properties=species:S:1:pos:R:3:mulliken_charge:R:1
C 0.93 0.76 -0.58 -0.023
C -0.08 -0.31 -0.37 0.112
C 0.38 -1.76 -0.18 -0.556
O 0.64 -2.38 -1.37 -0.963
N 0.67 1.93 -1.26 -1.102
C 0.00 0.67 0.78 -0.650
O 0.14 0.08 2.12 -0.729
H -2.87 0.79 0.67 0.015
H 1.98 0.40 -0.43 0.302
H -2.89 0.06 0.60 -0.014
H -0.85 -0.22 -1.12 0.403
H -0.47 -2.27 0.35 0.146
H 1.22 -1.74 0.56 0.128
H 1.00 1.80 -2.21 0.097
H 0.93 0.72 1.59 0.266
H -0.72 1.47 0.84 0.568
```

E_HOMO: 1.69 eV
charge: -2
E_LUMO: 0.256 Eh
Kohn-Sham gap: 5.279 eV

***

(B)
Entry from the Open Molecules 2025 dataset: the ion C4H9NO2 with charge -2 (ωB97M-V/def2-TZVPD).

Structure (XYZ):
```
16
Properties=species:S:1:pos:R:3:mulliken_charge:R:1
O -2.77 1.60 1.55 -0.980
C -2.21 0.50 0.93 -0.448
C -0.97 0.92 0.06 -0.387
C -0.01 -0.27 -0.20 -0.560
N 1.19 0.15 -0.89 -0.465
C 2.26 -1.04 -0.78 -0.086
O 3.40 -0.52 -0.36 -0.914
H -2.88 -0.04 0.25 0.156
H -1.90 -0.21 1.70 0.197
H -0.40 1.62 0.70 0.197
H -1.16 1.47 -0.85 0.342
H -0.49 -1.02 -0.84 0.203
H 0.09 -0.78 0.83 0.266
H 1.69 0.86 -0.33 0.235
H 2.37 -1.50 -1.77 0.148
H 1.78 -1.76 0.01 0.095
```

E_HOMO: 0.74 eV
SMILES string: [O-]CCCNC[O-]
charge: -2
E_LUMO: 0.267 Eh
Kohn-Sham gap: 6.537 eV

***

Most stable one: (B), least stable one: (A).

***

(A)
Entry from the Open Molecules 2025 dataset: an isolated molecule of C4H6N2S (ωB97M-V/def2-TZVPD).

Structure (XYZ):
```
13
Properties=species:S:1:pos:R:3:mulliken_charge:R:1
S -3.20 0.18 -0.16 -0.231
C -1.66 -0.05 -0.55 -0.400
C -0.57 0.05 0.48 0.190
C 0.28 1.27 0.25 -0.239
N 1.39 1.08 -0.36 -0.558
N 1.50 -0.23 -0.61 -0.146
C 0.64 -0.99 0.23 -0.601
H -1.30 -0.06 -1.59 0.314
H -0.87 -0.01 1.53 0.351
H -0.10 2.27 0.44 0.436
H 2.50 -0.43 -0.69 0.278
H 1.08 -1.14 1.24 0.276
H 0.31 -1.95 -0.21 0.330
```

E_HOMO: -8.57 eV
SMILES string: S=C[C@@H]1C=NNC1
E_LUMO: -0.014 Eh
Kohn-Sham gap: 8.185 eV

***

(B)
Entry from the Open Molecules 2025 dataset: an isolated molecule of C4H6N2S (ωB97M-V/def2-TZVPD).

Structure (XYZ):
```
13
Properties=species:S:1:pos:R:3:mulliken_charge:R:1
C -0.23 1.83 -0.13 -1.003
C 0.11 0.54 -0.16 0.563
C 1.50 -0.04 -0.06 -0.302
N 1.33 -1.48 -0.08 -0.527
C 0.10 -1.71 -0.13 -0.095
N -0.73 -0.58 -0.19 -0.062
S -2.42 -0.50 -0.15 -0.175
H -1.31 2.05 -0.20 0.238
H 0.46 2.66 0.06 0.272
H 1.99 0.19 0.90 0.247
H 2.24 0.28 -0.82 0.280
H -0.37 -2.65 -0.18 0.427
H -2.67 -0.59 1.14 0.136
```

E_HOMO: -8.30 eV
SMILES string: C=C1CN=CN1S
E_LUMO: 0.023 Eh
Kohn-Sham gap: 8.937 eV

***

Most stable one: (B), least stable one: (A).

***

(A)
Entry from the Open Molecules 2025 dataset: a structure of composition C4H6N2S (ωB97M-V/def2-TZVPD).

Structure (XYZ):
```
13
Properties=species:S:1:pos:R:3:mulliken_charge:R:1
C 2.48 0.54 0.22 -0.199
C 0.27 0.79 -0.17 0.158
C -1.60 -0.40 0.79 -0.216
C -1.47 -0.82 -0.62 -0.505
H 2.53 1.61 0.04 0.331
H 0.35 1.70 -1.19 0.245
H -2.57 -0.17 1.15 0.236
H -0.93 -0.89 1.63 0.231
H -0.64 -1.52 -0.80 0.266
H -2.30 -0.88 -1.32 0.243
N 1.21 0.06 0.36 -0.324
N -1.11 0.47 -0.08 -0.238
S 3.79 -0.49 -0.02 -0.228
```

E_HOMO: -8.78 eV
E_LUMO: -0.032 Eh
Kohn-Sham gap: 7.911 eV

***

(B)
Entry from the Open Molecules 2025 dataset: an isolated molecule of C4H6N2S (ωB97M-V/def2-TZVPD).

Structure (XYZ):
```
13
Properties=species:S:1:pos:R:3:mulliken_charge:R:1
C -1.82 -0.56 1.27 -0.693
C -0.84 -1.02 0.41 -0.239
C 0.31 -0.38 -0.24 0.757
N 1.09 -0.86 -1.14 -0.488
N 2.01 0.01 -1.69 -0.338
S 1.77 1.64 -1.00 -0.087
C 0.57 1.01 0.31 -0.618
H -2.64 -1.09 1.57 0.316
H -1.65 0.49 1.53 0.151
H -1.08 -2.03 -0.04 0.257
H 1.74 0.19 -2.70 0.308
H -0.34 1.61 0.27 0.336
H 0.89 1.00 1.44 0.337
```

E_HOMO: -8.36 eV
SMILES string: C=CC1=NNSC1
E_LUMO: 0.007 Eh
Kohn-Sham gap: 8.536 eV

***

Most stable one: (B), least stable one: (A).